{"formula": "C24H28N4O2Ti", "method": "ωB97M-V/def2-TZVPD", "s_squared": 0.75, "charge": 3, "multiplicity": 2, "e_lumo_ev": [-9.492, -9.484], "elements": ["C", "C", "H", "H", "C", "C", "C", "C", "C", "H", "H", "C", "H", "O", "H", "C", "C", "H", "C", "C", "H", "N", "H", "C", "C", "H", "H", "H", "C", "H", "H", "H", "C", "C", "H", "N", "C", "H", "N", "H", "O", "H", "C", "C", "H", "C", "H", "H", "C", "H", "C", "N", "Ti", "H", "H", "H", "H", "C", "H"], "coordinates": [[-3.881084, -0.099808, 0.032889], [1.639755, 1.961384, -0.187541], [2.140500, -2.140186, 0.697430], [-2.035471, 5.026618, -0.502351], [-1.961348, -1.639838, -0.186559], [-4.164447, -2.529236, 0.289222], [4.983975, 4.623424, 0.579848], [1.432829, 3.333272, 0.048217], [2.961047, 1.452077, -0.117681], [-2.543539, 4.208096, 0.970234], [-4.965250, -0.044876, 0.141788], [-4.623749, -4.983590, 0.581092], [-5.224674, -2.361933, 0.450066], [0.616597, 1.176682, -0.434058], [-4.210132, 2.542656, 0.968948], [3.840671, 3.683819, 0.338030], [-2.243193, 4.048400, -0.068251], [2.608198, -4.981628, -0.123952], [2.529455, 4.164218, 0.288525], [-4.049152, 2.242550, -0.069435], [-5.392053, -5.015481, -0.192728], [-3.222527, 1.011331, -0.085305], [-5.138323, -4.866378, 1.535754], [-3.683918, -3.840528, 0.339047], [-0.054209, -3.081066, -0.346043], [0.411683, -2.197064, -0.770147], [5.046187, 1.943801, 0.175920], [2.197056, -0.412210, -0.770508], [0.099469, 3.880968, 0.032911], [-5.026880, 2.034763, -0.504634], [4.866895, 5.138053, 1.534503], [-3.015085, 3.015530, -1.805891], [-1.452024, -2.961023, -0.116755], [2.884704, -2.884245, 0.408843], [4.981809, -2.607358, -0.124664], [4.071699, -0.738764, -0.098624], [-3.381180, 3.380973, -0.835638], [2.362078, 5.224424, 0.449564], [0.739208, -4.071435, -0.097852], [0.045407, 4.965240, 0.141947], [-1.176492, -0.616785, -0.432884], [3.873735, -2.317701, -1.453772], [-3.333144, -1.432775, 0.048823], [3.080778, 0.054453, -0.346774], [2.317884, -3.873930, -1.453349], [-2.326673, -4.031360, 0.150545], [-4.105665, -5.939433, 0.585266], [5.939778, 4.105285, 0.583889], [4.014641, -2.183836, -0.379776], [3.285380, -3.284624, 1.339683], [2.184420, -4.014665, -0.379294], [-1.011299, 3.222443, -0.084659], [-1.203091, 1.202863, -0.416970], [0.371445, -4.928936, 0.298187], [-4.135159, 4.135202, -1.054973], [4.928937, -0.370124, 0.297402], [-1.943845, -5.045909, 0.176931], [4.031611, 2.326491, 0.149530], [5.015755, 5.391728, -0.193984]], "atomic_forces_ev_per_a": [[-0.036, 0.195, 0.046], [0.579, 0.328, 0.173], [-0.010, 0.010, -0.030], [0.088, -0.029, -0.015], [-0.322, -0.579, 0.172], [0.103, 0.068, -0.002], [-0.001, 0.125, 0.011], [0.063, -0.249, -0.068], [-0.226, 0.179, -0.052], [0.035, -0.013, 0.009], [-0.002, 0.044, -0.014], [-0.123, -0.001, 0.011], [0.003, 0.036, -0.011], [1.528, 0.260, 0.002], [0.014, -0.036, 0.009], [0.083, -0.068, 0.011], [-0.256, 0.124, -0.061], [-0.065, -0.048, -0.046], [-0.073, -0.094, -0.002], [-0.123, 0.263, -0.061], [0.030, -0.026, -0.013], [-1.275, -0.298, 0.238], [0.042, -0.016, 0.012], [0.058, -0.074, 0.011], [0.095, 0.020, -0.011], [0.095, -0.036, 0.051], [0.001, -0.007, -0.002], [0.034, -0.092, 0.051], [-0.169, 0.048, 0.048], [0.030, -0.089, -0.015], [0.016, -0.042, 0.012], [-0.100, 0.099, -0.062], [-0.176, 0.218, -0.052], [0.032, -0.033, 0.044], [0.047, 0.063, -0.047], [0.000, 0.184, -0.018], [0.181, -0.181, 0.213], [-0.035, -0.002, -0.011], [-0.169, -0.014, -0.018], [-0.049, 0.001, -0.015], [-0.259, -1.526, 0.002], [0.048, 0.086, 0.001], [0.235, -0.071, -0.066], [-0.001, -0.111, -0.010], [-0.085, -0.049, 0.000], [-0.051, 0.045, 0.010], [0.005, -0.001, 0.006], [0.001, -0.005, 0.006], [-0.189, -0.374, -0.048], [-0.049, 0.049, 0.037], [0.370, 0.199, -0.049], [0.276, 1.263, 0.236], [-0.209, 0.215, -0.676], [-0.012, -0.002, 0.043], [-0.008, 0.008, -0.023], [0.000, 0.005, 0.041], [0.006, -0.001, -0.002], [-0.049, 0.060, 0.010], [0.026, -0.030, -0.013]]}